(1)
ORCA calculation (ωB97M-V/def2-TZVPD) on a molecular structure, C10H12BrNO6 in a non-equilibrium geometry.

Summary:
HOMO energy: -8.42 eV
Energy relative to the best compared isomer or geometry (same formula, charge and spin): 256.97 kcal/mol
LUMO: -0.0340 Ha
HOMO-LUMO gap: 7.5 eV

XYZ file:
```
30
Properties=species:S:1:pos:R:3:forces:R:3
O 1.946358 0.345868 -0.813288 -1.03 -0.62 -0.09
C 0.792419 -0.106004 -0.893925 2.15 4.43 10.11
N -0.143749 0.010142 0.164843 15.00 2.71 1.97
H -0.991564 -0.107316 0.035024 -10.01 -1.36 -1.20
C 0.395315 0.553680 1.514416 -7.19 2.67 0.05
C 0.303461 -0.509876 2.512117 0.69 -4.34 -0.23
O 0.464815 -0.054718 3.836794 -0.59 -0.02 -0.01
H 1.385163 -0.067298 4.076630 0.54 -0.10 0.06
H 1.083184 -1.342488 2.249923 -0.79 1.16 0.62
H -0.688549 -1.137021 2.421216 1.60 1.61 0.20
C -1.183902 1.460640 2.096758 9.22 3.15 -1.12
H -1.029127 1.574707 3.193855 -0.89 -0.47 -0.73
O -2.012942 0.764332 1.439290 -10.93 -0.37 1.47
H -3.069926 1.252739 1.895159 3.92 -2.69 -2.58
H -0.868179 2.363164 1.473687 -0.74 -0.10 1.45
C 1.447972 1.622111 1.756080 2.76 -3.96 -3.62
O 1.644057 2.595678 0.692049 -3.55 3.64 10.03
H 1.906499 2.226806 -0.020466 2.93 -4.66 -7.58
H 2.257440 0.678724 1.677512 -0.04 3.27 0.75
H 1.345950 2.040317 2.754497 0.12 0.22 -0.41
C 0.321031 -0.713922 -1.934239 -1.55 -1.50 -5.27
C 0.796538 -0.347888 -3.061896 4.93 -0.25 -7.50
O 0.397780 -0.992030 -4.276167 1.69 3.40 1.17
C -0.734876 -1.617408 -4.409167 -0.51 -7.69 -3.82
O -0.943113 -2.445303 -5.362467 0.92 3.98 0.63
C -1.376858 -2.049816 -3.241002 3.39 5.87 4.53
C -0.787829 -1.410180 -2.117064 -10.43 -7.26 3.14
H -1.595965 -1.777631 -1.038949 3.01 1.24 -3.08
Br -2.870511 -2.938272 -3.316646 -2.66 -1.74 0.26
H 1.809108 0.128265 -3.304574 -1.96 -0.25 0.77
```
Positions in Å, forces in eV/Å.

Results of the natural (NBO) charge analysis, in e, for atoms 1 through 6:
1. O -0.633
2. C 0.670
3. N -0.579
4. H 0.385
5. C 0.103
6. C -0.114


(2)
ORCA calculation (ωB97M-V/def2-TZVPD) on 7 unconnected molecules or ions with the total composition C47H55FN2O3.

Summary:
HOMO energy: -9.18 eV
LUMO: 0.0165 Ha
HOMO-LUMO gap: 9.6 eV

XYZ file:
```
108
Properties=species:S:1:pos:R:3:forces:R:3
C -3.660470 1.244672 0.981540 -0.04 0.10 -0.02
C -3.309191 1.262056 -0.513848 0.05 -0.02 0.02
C -4.232799 0.414761 -1.359704 0.26 0.00 0.29
O -4.866369 0.842714 -2.274642 -0.18 0.08 -0.28
O -4.381035 -0.893368 -0.963995 0.00 -0.10 -0.03
C -3.316414 -1.794754 -1.345616 -0.11 0.20 0.03
C -2.244226 -1.879830 -0.253908 0.03 -0.40 0.03
C -0.746990 -1.842467 -0.655909 -0.18 0.14 0.51
N -0.028766 -0.873296 0.198416 0.20 -0.19 -0.58
C 0.797788 -0.046656 -0.564937 0.12 -0.08 0.16
O 1.349935 0.937441 -0.139267 0.20 0.00 0.10
C 0.900121 -0.615353 -1.975542 -0.07 -0.01 -0.14
C 2.052122 -1.637714 -1.985915 0.11 0.07 0.03
C 1.076751 0.449053 -3.057460 0.02 0.01 -0.09
N 2.338357 1.175009 -2.898571 -0.32 0.26 0.10
C -0.450529 -1.306092 -2.059140 -0.09 0.25 0.23
F -0.521048 -2.300618 -3.009791 -0.03 -0.19 -0.11
H -4.727429 1.086501 1.145835 0.03 0.04 -0.01
H -3.399717 2.203653 1.428104 0.03 -0.03 0.01
H -3.119278 0.472933 1.526371 -0.05 0.00 -0.01
H -3.367386 2.272353 -0.912546 -0.01 0.01 -0.03
H -2.278092 0.916445 -0.653716 -0.04 0.02 -0.01
H -2.937181 -1.476092 -2.317198 0.03 -0.09 0.00
H -3.811072 -2.752201 -1.490850 0.03 0.00 -0.02
H -2.423046 -1.069215 0.448916 0.10 0.02 -0.08
H -2.422312 -2.798537 0.307931 0.05 0.07 0.09
H -0.329984 -2.841152 -0.504156 0.12 0.00 -0.39
H 0.404851 -1.231415 1.038493 -0.32 0.27 0.23
H 2.975916 -1.124205 -2.248219 -0.02 0.01 0.03
H 1.858970 -2.412978 -2.726886 0.00 0.03 0.00
H 2.194605 -2.113465 -1.013131 -0.08 -0.05 -0.04
H 0.197574 1.112484 -3.049667 0.02 -0.06 0.04
H 1.092528 -0.049018 -4.031654 -0.06 -0.02 0.03
H 2.361445 1.923225 -3.585036 0.10 -0.11 -0.05
H 2.306717 1.636298 -1.991771 0.12 -0.06 0.00
H -1.197068 -0.551205 -2.328168 0.00 -0.02 -0.07
C -6.140807 -3.060230 3.934006 0.00 -0.01 0.00
C -5.101551 -3.073307 4.854577 0.00 0.00 0.00
C -3.879595 -2.497745 4.532352 0.01 0.00 0.00
C -3.698114 -1.909228 3.288084 -0.01 -0.02 -0.01
C -4.736470 -1.898302 2.366128 0.00 -0.02 -0.05
C -5.958172 -2.474131 2.688510 0.02 -0.03 0.03
H -7.093103 -3.508413 4.187112 0.00 0.00 0.00
H -5.244428 -3.531283 5.824982 0.00 0.00 0.00
H -3.070842 -2.504553 5.252309 0.00 0.00 0.00
H -2.744592 -1.458447 3.037297 0.00 -0.01 0.01
H -4.598176 -1.444743 1.392798 -0.04 -0.01 0.01
H -6.765407 -2.468167 1.966584 0.00 0.01 0.00
C 0.325378 -6.723402 1.593851 0.00 0.00 0.00
C -0.351739 -6.425307 0.418918 0.01 0.01 0.01
C -1.534011 -5.698820 0.468143 0.00 0.04 -0.03
C -2.038018 -5.270738 1.689186 -0.05 0.07 0.00
C -1.360660 -5.568583 2.863553 0.02 0.01 0.00
C -0.179054 -6.295946 2.814945 0.00 0.01 0.00
H 1.246562 -7.290750 1.557983 0.00 0.00 0.00
H 0.039616 -6.760368 -0.533141 0.00 0.00 0.00
H -2.064697 -5.466752 -0.447797 0.00 -0.02 0.00
H -2.959698 -4.701411 1.729523 -0.01 -0.02 0.02
H -1.756120 -5.233238 3.814002 -0.01 0.00 0.00
H 0.349298 -6.531260 3.730035 0.00 0.00 0.00
C -2.075794 4.806253 -4.581675 -0.02 -0.01 0.00
C -1.746770 3.993057 -3.505800 0.06 0.02 -0.02
C -0.497818 4.108789 -2.908449 -0.01 -0.11 0.05
C 0.422377 5.030811 -3.388298 -0.01 0.01 -0.01
C 0.091134 5.843269 -4.464089 0.01 -0.01 0.00
C -1.157837 5.730973 -5.059421 0.01 0.01 -0.01
H -3.048984 4.717715 -5.047226 0.00 0.00 0.00
H -2.464176 3.269456 -3.140594 -0.02 -0.02 0.03
H -0.237663 3.475739 -2.067062 0.00 0.03 0.00
H 1.395137 5.118789 -2.921012 0.00 0.00 0.01
H 0.806450 6.564418 -4.838379 0.00 0.00 0.00
H -1.415710 6.364770 -5.898204 0.00 0.00 0.00
C 5.724143 1.417799 -1.915338 0.02 0.04 0.02
C 5.855647 0.569487 -0.824502 -0.01 -0.01 0.01
C 7.085880 0.427175 -0.197168 0.00 0.00 0.00
C 8.187822 1.134059 -0.659163 0.02 0.00 0.00
C 8.057804 1.982669 -1.750382 -0.01 0.00 0.01
C 6.826873 2.124729 -2.376475 0.00 -0.01 0.00
H 4.761123 1.521454 -2.397403 0.02 -0.05 -0.03
H 4.993880 0.021151 -0.463797 0.00 0.01 0.00
H 7.185938 -0.236656 0.653043 0.00 0.00 0.00
H 9.146818 1.025651 -0.168261 0.00 0.00 -0.01
H 8.917192 2.533555 -2.111289 0.00 0.00 0.00
H 6.726781 2.786548 -3.227743 0.00 0.00 0.00
C 11.390619 2.743627 2.816317 0.00 0.00 0.00
C 12.471076 1.930468 3.130532 0.00 0.00 0.00
C 12.309345 0.553302 3.192507 0.00 0.00 0.00
C 11.066317 -0.011358 2.941083 0.00 0.01 0.00
C 9.986067 0.802600 2.629848 -0.02 -0.01 0.00
C 10.147236 2.179891 2.565893 0.00 0.00 0.00
H 11.517873 3.817455 2.765774 0.00 0.00 0.00
H 13.440457 2.370604 3.326679 0.00 0.00 0.00
H 13.152629 -0.080376 3.435777 0.00 0.00 0.00
H 10.940072 -1.085587 2.986355 0.00 0.00 0.01
H 9.015295 0.364332 2.434430 0.00 0.00 0.01
H 9.303623 2.811475 2.317593 0.00 0.00 0.00
C -8.922788 1.705263 2.012446 0.00 0.00 0.00
C -7.873538 1.067930 1.364021 0.01 -0.02 0.00
C -7.544452 1.423071 0.062868 0.04 0.02 0.03
C -8.260904 2.416300 -0.590279 -0.01 0.01 0.01
C -9.311355 3.051580 0.057553 0.00 0.00 0.00
C -9.641968 2.696204 1.358517 0.00 0.00 0.00
H -9.179309 1.429671 3.027527 0.00 0.00 0.00
H -7.312603 0.293163 1.873921 0.00 0.01 0.00
H -6.725885 0.934691 -0.447975 -0.04 -0.06 -0.03
H -7.997399 2.691471 -1.603495 0.00 -0.01 0.00
H -9.872881 3.824861 -0.451142 0.00 0.00 0.00
H -10.460653 3.192861 1.863631 0.00 0.00 0.00
```
Positions in Å, forces in eV/Å.

Results of the Löwdin charge analysis, in e, for atoms 1 through 6:
1. C -0.055
2. C -0.126
3. C -0.501
4. O 0.144
5. O -0.050
6. C -0.126


(3)
ORCA calculation (ωB97M-V/def2-TZVPD) on a gas-phase ion, C7H12NOS (charge +1) in a non-equilibrium geometry.

Summary:
HOMO energy: -10.98 eV
Charge: +1
Energy relative to the best compared isomer or geometry (same formula, charge and spin): 153.93 kcal/mol
LUMO: -0.1311 Ha
HOMO-LUMO gap: 7.4 eV

XYZ file:
```
22
Properties=species:S:1:pos:R:3:forces:R:3
C -1.024045 -0.574938 0.014362 3.84 2.94 -0.75
C 0.842641 0.182017 -0.752825 -4.59 -0.47 0.45
C -0.750810 -1.976237 -0.472848 2.70 1.34 2.31
C -0.767669 -0.153159 1.477340 0.44 -3.65 -0.21
C 0.958818 1.668902 -0.568439 0.45 -0.87 -1.61
C 0.853378 1.804371 0.898684 0.16 0.47 2.03
C -0.428061 -1.917323 -1.921206 -2.08 -0.38 -2.64
N -0.451106 1.290715 1.565872 0.53 1.92 1.85
O 1.789459 -0.773659 -1.001692 1.79 -0.22 0.00
S 0.776143 -0.645619 -2.312082 -0.35 -0.30 -0.24
H 0.062542 -2.517458 0.131578 -1.08 0.41 -0.94
H -1.688126 -2.342316 -0.255225 -2.08 -2.02 0.00
H -1.746254 -0.427417 1.858792 -0.33 0.91 0.88
H -0.058101 -0.799811 2.169799 -0.61 1.57 -1.38
H 1.924045 2.096269 -0.891948 -0.24 -0.03 0.14
H 0.158557 2.135013 -1.177458 0.32 -0.16 0.60
H 1.617596 1.172421 1.356779 0.14 0.32 0.10
H 1.012131 2.867607 1.188738 -0.37 -0.80 0.21
H -0.118220 -2.834063 -2.424421 0.62 -0.21 0.53
H -1.359452 -1.728613 -2.606074 1.46 0.47 1.36
H -1.180044 1.828401 1.106712 -0.63 -0.16 -0.10
H -0.423421 1.644899 2.615559 -0.09 -1.06 -2.62
```
Positions in Å, forces in eV/Å.

Results of the natural (NBO) charge analysis, in e, for atoms 1 through 6:
1. C -0.166
2. C 0.080
3. C -0.546
4. C -0.350
5. C -0.513
6. C -0.201


(4)
ORCA calculation (ωB97M-V/def2-TZVPD) on 2 unconnected molecules or ions with the total composition C3H13N5 in a non-equilibrium geometry.

Summary:
HOMO energy (alpha / beta): -7.50 / -7.97 eV
Energy relative to the best compared isomer or geometry (same formula, charge and spin): 165.97 kcal/mol
LUMO (alpha / beta): -0.0162 / -0.0040 Ha
HOMO-LUMO gap (alpha / beta): 7.1 / 7.9 eV

XYZ file:
```
21
Properties=species:S:1:pos:R:3:forces:R:3
C 1.169732 1.014939 -1.991792 -0.13 -0.25 0.11
N 0.764672 0.239829 0.337019 -0.82 -0.74 0.14
C 0.578979 -0.069287 -1.080304 -1.73 1.79 -0.14
N 1.507503 -0.623070 1.141226 0.50 -0.27 -0.15
N 0.619683 1.555019 0.764539 0.37 0.26 -0.29
N 0.875188 -1.333961 -1.484561 -0.25 -0.64 -0.02
H 2.126336 -1.150125 0.515221 0.10 0.16 0.41
H 0.872478 -1.304466 1.550289 0.10 -0.05 0.02
H 1.477122 2.076228 0.575353 -0.02 0.09 0.20
H 0.476131 1.549140 1.770102 0.01 -0.05 -0.17
H 0.563667 -1.978867 -0.755507 0.12 -0.10 0.00
H 1.037862 0.700514 -3.026483 -0.06 0.08 0.04
H 2.242129 1.118232 -1.809548 0.04 0.01 0.01
H 0.687725 1.978099 -1.827029 0.02 -0.04 -0.06
C -2.558531 -0.914719 1.198705 -0.12 0.03 0.34
N -1.743336 -0.239229 0.223043 -0.54 -0.04 0.96
H -1.572016 0.714953 0.547949 -0.15 0.02 -0.12
H -0.728250 -0.036237 -1.067510 2.49 -0.25 -0.80
H -2.388554 -1.992905 1.168777 -0.09 0.03 -0.14
H -3.631247 -0.735635 1.021197 0.11 -0.04 -0.13
H -2.377273 -0.568452 2.229314 0.05 -0.02 -0.20
```
Positions in Å, forces in eV/Å.

Results of the natural (NBO) charge analysis, in e, for atoms 1 through 6:
1. C -0.635
2. N -0.166
3. C 0.004
4. N -0.659
5. N -0.659
6. N -0.542


(5)
ORCA calculation (ωB97M-V/def2-TZVPD) on a molecular structure, C7H12N2OS in a non-equilibrium geometry.

Summary:
HOMO energy: -9.11 eV
Energy relative to the best compared isomer or geometry (same formula, charge and spin): 117.71 kcal/mol
LUMO: 0.0002 Ha
HOMO-LUMO gap: 9.1 eV

XYZ file:
```
23
Properties=species:S:1:pos:R:3:forces:R:3
C -2.668292 -0.946108 -0.668641 -2.96 -2.46 -3.43
C -2.104431 0.421170 -0.378958 -0.85 1.12 -2.52
C -1.436212 0.567001 0.942910 -2.45 2.07 2.33
C -0.379292 -0.483068 1.026822 3.85 6.19 0.01
C 0.452747 -0.219281 -0.272855 1.41 -1.11 0.30
C 3.029968 0.143292 -0.049982 -2.28 -0.62 -1.23
C 1.112933 1.308841 -0.375332 -2.40 -2.27 1.49
H -2.996484 -0.882835 -1.885563 0.30 -0.14 3.26
H -1.913503 -1.870808 -0.854764 -1.65 2.04 1.39
H -3.742843 -1.222149 -0.049937 3.41 0.44 -1.63
H -1.235690 0.483014 -1.166844 -2.70 1.13 1.21
H -2.964064 1.239143 -0.606791 2.22 -1.79 0.58
H -1.099098 1.644828 0.975326 0.01 -1.62 0.39
H -2.198558 0.541943 1.801310 0.87 -0.45 -1.05
H 0.421355 -0.247644 1.786330 -1.29 -0.46 0.03
H -0.743897 -1.403048 1.134600 -1.17 -3.82 0.13
H -0.191914 -0.597591 -1.075903 1.15 0.43 -0.33
H 4.961754 0.513227 -0.077472 4.34 5.48 0.25
H 4.765164 -1.059711 0.650501 -2.21 3.66 -3.47
N 4.331574 -0.129915 -0.122735 -1.51 -9.28 3.60
N 2.530592 1.325700 -0.171835 -1.69 1.02 -0.39
O 0.205144 2.118146 -0.354637 3.38 1.04 -1.02
S 1.863043 -1.244155 -0.205561 2.23 -0.60 0.09
```
Positions in Å, forces in eV/Å.

Results of the natural (NBO) charge analysis, in e, for atoms 1 through 6:
1. C -0.651
2. C -0.427
3. C -0.444
4. C -0.397
5. C -0.502
6. C 0.347


| no. | energy (hartree) | M (u) |
| --- | --- | --- |
| 1 | -3468.06034 | 322.1 |
| 2 | -2259.03933 | 715.0 |
| 3 | -801.60655 | 158.2 |
| 4 | -395.62721 | 119.2 |
| 5 | -856.71005 | 172.3 |